Record 1
A molecular structure, C15H37N3O7Sr in a non-equilibrium geometry. Source: the Open Molecules 2025 dataset; level of theory: ωB97M-V/def2-TZVPD.

Its energy above the lowest of the compared OMol25 structures with the same formula, charge and spin is 0.0 kJ/mol. As for the total energy: -35787.8554 eV. The multiplicity is 2. As for the expectation value of S²: 0.757. The charge is +1.

XYZ file:
```
63
Properties=species:S:1:pos:R:3:forces:R:3:lowdin_charge:R:1
Sr 0.37909 -0.25871 -0.83094 -0.1 -0.5 0.4 1.590
C 3.27967 -0.75331 -1.25061 -1.9 0.0 -0.8 -0.997
O 2.89980 0.32792 -0.80839 0.6 3.4 1.5 -0.028
O 2.35695 -1.58109 -1.39261 -0.6 -3.1 -0.5 -0.076
O 4.41136 -0.96203 -1.67912 2.2 -0.5 -0.4 0.252
C -0.09534 -2.16063 -3.82145 -0.8 -0.4 -0.4 -0.056
O -0.82658 -1.36408 -2.89681 0.6 0.1 1.6 -0.327
C -2.22478 -1.48967 -2.83527 -0.8 0.0 -0.2 -0.185
C -2.91654 -0.58071 -1.77297 0.5 0.9 -0.4 -0.143
N -2.29978 -0.42197 -0.44243 0.2 0.7 -1.1 -0.124
C -2.54187 -1.47730 0.47380 -1.0 -0.8 1.8 -0.210
C -1.72918 -2.71417 0.27054 -1.4 -0.7 0.2 -0.235
O -0.40898 -2.38094 0.46392 1.9 0.9 -0.1 -0.298
C 0.43026 -3.51827 0.48897 -0.2 -1.4 -0.3 -0.062
H 0.96764 -1.98005 -3.66157 -0.2 0.2 -0.1 0.092
H -0.44969 -1.95366 -4.83125 0.4 0.4 -0.2 0.098
H -0.27780 -3.23070 -3.72270 -0.1 -0.2 0.5 0.098
H -2.52098 -2.52656 -2.67644 0.0 -0.2 -0.1 0.119
H -2.57833 -1.15957 -3.81207 -0.6 -0.2 -0.1 0.132
H -3.98037 -0.75191 -1.60850 -0.2 -1.1 -0.5 0.130
H -2.96214 0.43992 -2.15287 0.4 0.1 -0.4 0.116
H -2.84706 0.34444 -0.07747 0.5 0.5 0.2 0.114
H -3.60404 -1.70597 0.56096 -0.3 -0.5 -0.4 0.136
H -2.34351 -1.10498 1.47885 0.4 0.1 0.1 0.132
H -1.98255 -3.17564 -0.68389 0.6 0.0 -0.5 0.127
H -1.98000 -3.49764 0.98564 -0.4 0.1 0.4 0.140
H 0.39869 -3.95867 -0.50760 0.3 -0.2 -0.1 0.104
H 0.00349 -4.24271 1.18262 -0.1 -0.1 0.1 0.100
H 1.46703 -3.39547 0.80225 -0.2 0.9 -0.2 0.100
C 1.07187 3.43142 -3.51488 -0.3 -0.4 1.4 -0.024
C 0.79312 2.38381 -2.35477 1.5 2.4 -1.0 -0.404
C -0.09395 3.03655 -1.21719 2.3 0.1 -2.5 -0.193
O -0.20243 2.04724 -0.27748 -1.5 -0.7 2.0 -0.354
C -0.98932 2.42777 0.86818 0.6 1.0 0.1 -0.058
N 0.19228 1.20295 -2.92009 -1.6 0.7 -0.4 -0.037
H 0.13093 3.86866 -3.84888 -0.1 0.2 0.1 0.078
H 1.51988 2.97748 -4.39880 0.2 -0.2 0.2 0.081
H 1.71770 4.21693 -3.12248 0.0 0.1 -0.3 0.084
H 1.75643 2.05909 -1.96145 0.1 0.4 0.5 0.117
H -1.00199 3.45234 -1.65386 -0.6 -0.4 0.2 0.137
H 0.46460 3.89282 -0.83911 0.1 0.1 0.2 0.142
H -0.45645 3.22638 1.38429 0.0 0.3 -0.1 0.103
H -1.08684 1.67817 1.65347 0.0 -0.6 -0.7 0.075
H -1.94546 2.83088 0.53440 -0.2 -0.2 0.1 0.100
H -0.59132 1.67985 -3.34273 -1.4 -0.7 -0.1 0.094
H 0.64172 0.93880 -3.78515 0.9 -0.3 0.1 0.102
C 2.39671 -1.12344 3.31747 -0.9 -0.2 -0.5 -0.034
C 1.04437 -0.53636 2.84811 1.4 0.4 0.4 -0.378
C 0.38511 0.23180 4.02053 0.6 0.1 -0.8 -0.191
O 1.15398 1.38990 4.34616 -0.5 0.2 0.1 -0.185
C 0.55878 2.10893 5.42760 0.5 0.3 0.7 -0.096
N 1.32235 0.36381 1.70521 -1.2 0.3 0.1 0.013
H 2.28650 -1.71288 4.22770 0.2 0.2 0.2 0.084
H 3.09609 -0.29087 3.39354 0.1 -0.2 0.4 0.092
H 2.74978 -1.80696 2.54530 0.2 0.0 -0.1 0.071
H 0.36592 -1.31129 2.49133 -0.1 -0.1 0.3 0.111
H 0.37488 -0.43068 4.88605 -0.3 -0.1 0.1 0.127
H -0.62249 0.52883 3.72963 -0.3 0.0 0.2 0.112
H 0.29955 1.43777 6.24640 -0.4 -0.2 -0.1 0.090
H -0.25985 2.78478 5.18026 -0.5 -0.6 -0.6 0.085
H 1.23913 2.81294 5.90674 0.8 -0.3 -0.5 0.089
H 2.16002 0.16308 1.17784 0.5 -0.4 0.2 0.042
H 1.50423 1.27362 2.10431 0.0 0.4 0.0 0.084
```
Forces are in eV/Å.

Record 2
2 unconnected molecules or ions with the total composition C15H37N4O2. Source: the Open Molecules 2025 dataset; level of theory: ωB97M-V/def2-TZVPD.

As for the total energy: -26204.3436 eV. The charge is +1.

XYZ file:
```
58
Properties=species:S:1:pos:R:3:forces:R:3:lowdin_charge:R:1
C 3.45996 -3.17618 0.21042 0.1 0.0 0.0 -0.061
C 3.41912 -3.26663 -1.31676 0.0 0.0 0.0 -0.242
O 2.09327 -3.09666 -1.81925 0.0 -0.1 -0.1 -0.154
C 1.79318 -1.76833 -2.15743 0.0 0.0 0.0 -0.204
C 0.29190 -1.68745 -2.39245 0.0 0.0 0.0 -0.137
O -0.20935 -0.36262 -2.16605 0.1 0.0 0.0 -0.092
C -0.33161 -0.02140 -0.84079 -0.2 0.4 0.1 -0.194
N -1.78424 -0.18198 -0.47937 -0.3 -0.6 0.3 0.151
C -2.15132 -0.58840 0.74269 0.0 0.1 0.1 -0.388
N -1.71077 0.09570 1.85342 0.7 0.1 -0.5 0.195
N -2.96774 -1.60246 0.93844 0.1 0.1 0.0 0.117
C -3.46113 -2.51857 -0.09454 0.0 0.0 0.1 -0.163
C -4.71482 -2.00246 -0.79744 0.0 0.0 -0.1 -0.181
C -5.50579 -3.12600 -1.45889 0.0 0.0 -0.1 -0.287
N -4.63220 -3.92572 -2.31360 0.1 0.0 0.0 0.002
H 3.61210 -4.15305 0.66587 -0.1 0.0 0.0 0.072
H 2.50658 -2.79276 0.57746 0.0 0.1 0.0 0.067
H 4.25789 -2.52380 0.56296 0.0 0.0 0.0 0.073
H 4.08080 -2.52168 -1.76757 0.0 0.0 0.0 0.117
H 3.74724 -4.24227 -1.66878 0.0 0.0 0.0 0.120
H 2.33421 -1.46069 -3.05917 0.0 0.0 0.0 0.140
H 2.08346 -1.07926 -1.35069 0.0 0.0 0.0 0.113
H 0.03356 -1.91928 -3.42166 0.0 -0.1 0.0 0.138
H -0.20683 -2.41008 -1.73570 0.0 0.0 0.0 0.124
H -0.04053 1.01697 -0.69110 0.0 0.0 -0.1 0.132
H 0.26333 -0.65771 -0.17875 0.0 0.0 0.0 0.126
H -2.31477 -0.58108 -1.24519 0.1 0.1 -0.1 0.136
H -1.04688 -0.39238 2.44496 -0.4 -0.2 0.2 0.128
H -1.33339 1.00434 1.61015 0.0 0.0 0.0 0.111
H -3.30904 -1.71519 1.88246 -0.1 0.1 0.0 0.169
H -3.66887 -3.46194 0.41091 0.0 0.0 0.0 0.135
H -2.64711 -2.68814 -0.80022 0.0 -0.1 0.0 0.115
H -5.34125 -1.48487 -0.06801 -0.1 0.0 0.0 0.121
H -4.44216 -1.27861 -1.57063 0.0 0.0 0.1 0.113
H -6.25652 -2.66486 -2.09986 -0.1 0.0 0.0 0.118
H -6.04713 -3.70292 -0.69781 0.1 0.0 0.0 0.115
H -3.98317 -4.48128 -1.76858 0.0 0.0 0.0 0.060
H -5.17080 -4.59044 -2.85479 0.0 0.1 -0.1 0.077
C 0.67587 5.83155 1.20230 0.0 0.0 0.0 -0.105
C 0.73673 4.57430 2.06195 0.0 0.0 0.0 -0.276
C 2.14599 4.22584 2.54101 0.0 0.0 0.0 -0.225
C 3.15380 3.94558 1.42352 0.0 0.0 0.0 -0.220
C 2.73994 2.83201 0.46327 0.0 0.0 0.0 -0.264
C 2.55638 1.48178 1.14817 -0.1 0.0 -0.1 -0.109
H 1.25457 5.72309 0.28375 0.0 0.0 0.0 0.067
H -0.34963 6.06771 0.91682 0.0 0.0 0.0 0.071
H 1.07477 6.68958 1.74630 0.0 0.0 0.0 0.080
H 0.31405 3.73103 1.50139 0.0 0.0 0.0 0.081
H 0.09616 4.70572 2.93784 0.0 0.0 0.0 0.105
H 2.09135 3.36339 3.21171 0.0 0.0 0.0 0.099
H 2.52581 5.05025 3.15059 0.0 0.0 0.0 0.114
H 4.11461 3.68685 1.87784 0.0 0.0 0.0 0.114
H 3.33087 4.85705 0.84837 0.0 0.0 0.0 0.106
H 3.49640 2.73833 -0.31906 0.0 0.0 0.0 0.110
H 1.81321 3.11252 -0.04792 0.0 0.0 0.0 0.092
H 3.47124 1.16174 1.64964 0.0 0.0 0.0 0.083
H 2.29555 0.71039 0.41811 0.0 0.0 0.0 0.039
H 1.76315 1.52144 1.89975 0.0 0.0 0.0 0.058
```
Forces are in eV/Å.

Record 3
A molecular structure, C15H38CrN5O2P3 in a non-equilibrium geometry. Source: the Open Molecules 2025 dataset; level of theory: ωB97M-V/def2-TZVPD.

As for the total energy: -83990.1775 eV. The multiplicity is 5. As for the expectation value of S²: 6.058. The charge is +2.

XYZ file:
```
64
Properties=species:S:1:pos:R:3:forces:R:3:lowdin_charge:R:1
Cr -0.10383 -0.00006 -0.10238 1.5 -0.1 0.4 0.422
P -1.73161 -1.50517 0.82791 -0.2 -0.9 0.4 0.935
P -0.88571 1.56544 -1.71521 -0.8 1.0 -1.1 0.901
N 1.15517 -1.21090 0.83442 0.5 -0.2 0.5 -0.156
N 1.77062 0.64598 -0.80193 -1.9 -0.6 0.8 -0.090
H 3.24370 -1.70121 0.98200 -0.2 0.2 -0.1 0.135
H 3.55675 0.89134 0.24455 0.3 0.5 -0.2 0.132
H 2.66344 -0.29612 1.90166 0.2 -0.2 -0.2 0.133
C 2.57613 -0.82830 0.93557 -1.4 -0.3 1.1 -0.182
H 3.55787 -0.43284 -0.89827 0.0 0.0 -0.2 0.141
C 2.93850 0.10857 -0.17998 0.7 0.1 0.0 -0.195
H 1.55291 -3.29661 1.55698 -0.5 1.0 0.1 0.151
H 2.81504 1.78344 -2.18767 -0.3 -0.1 0.0 0.149
C 0.89474 -2.65226 0.91902 0.4 0.5 -1.1 -0.272
C 1.82250 1.49466 -1.80833 0.5 0.8 -1.0 -0.250
H -0.60359 -3.05114 2.19988 -0.6 -0.4 0.4 0.079
C -0.59077 -2.94083 1.12345 0.3 0.1 1.1 -0.368
H -0.96017 -3.87714 0.68921 0.2 0.3 0.2 0.083
H -1.52926 1.15341 -2.91878 -0.2 0.1 0.6 -0.008
H -1.47812 2.84658 -1.50114 0.0 -0.5 0.0 -0.014
H -2.72740 -2.17478 0.06887 0.0 0.6 0.3 -0.006
H -2.32770 -1.28803 2.11743 0.1 -0.3 -0.8 -0.022
O -0.54315 -1.42337 -1.59065 0.7 -2.0 -2.9 -0.212
C -0.10438 -2.23263 -2.50452 2.1 1.0 5.2 -0.305
C -0.32834 -3.71151 -2.26760 -1.2 0.1 -0.3 0.020
C 1.05959 -1.80430 -3.34341 -0.3 0.2 -0.4 0.025
H 1.23427 -2.87010 -0.06988 0.0 -1.3 -1.1 0.092
H -0.47728 -3.99831 -1.19250 0.1 0.8 -1.1 0.081
H -1.27895 -3.89910 -2.79331 0.2 -0.6 0.1 0.117
H 0.46196 -4.34978 -2.67986 -0.3 0.4 -0.2 0.105
H 1.58348 -0.94188 -2.88695 -0.7 -0.3 -0.4 0.079
H 1.79492 -2.62199 -3.44704 -0.6 0.2 -0.2 0.111
H 0.63325 -1.54422 -4.32516 0.6 0.1 0.0 0.121
C 0.68600 2.00971 -2.40895 1.2 0.0 0.1 -0.300
H 0.78532 2.65618 -3.27946 -0.1 -0.1 0.2 0.088
C 1.17523 3.91527 0.84855 0.1 -0.2 -0.1 -0.065
N 0.35640 3.71081 2.04832 -0.1 0.1 0.0 -0.293
C 0.48487 4.75826 3.06746 0.0 0.3 0.3 -0.092
P -0.71292 2.47507 2.10428 -0.3 1.2 0.9 0.549
O -0.15704 1.28778 1.37670 0.4 -1.2 -1.0 -0.382
N -0.91887 2.13875 3.71698 -0.2 0.1 -0.4 -0.283
C -1.98096 1.18285 4.05337 -0.1 0.0 0.0 -0.082
C 0.30053 1.92133 4.50567 0.4 -0.1 0.0 -0.078
N -2.12770 2.93323 1.38170 0.4 -0.5 -0.1 -0.300
C -2.55896 4.32518 1.39925 -0.1 0.4 0.3 -0.074
C -3.17771 1.98541 1.01037 -0.2 0.0 0.1 -0.117
H 1.97378 3.16207 0.78221 -0.2 0.2 0.0 0.080
H 1.63960 4.90905 0.90962 -0.2 -0.4 -0.1 0.100
H 0.56859 3.86973 -0.06766 0.1 0.0 0.2 0.072
H -0.37997 4.76435 3.74688 0.3 0.0 -0.3 0.092
H 1.40174 4.62002 3.66191 -0.3 0.1 -0.2 0.093
H 0.54985 5.74054 2.57166 -0.1 -0.3 0.2 0.095
H -1.79553 0.19538 3.60051 -0.1 0.1 0.1 0.059
H -1.97060 1.05759 5.14190 -0.3 0.1 -0.3 0.099
H -2.95941 1.55489 3.73738 0.2 -0.1 0.1 0.080
H 1.09630 1.46411 3.90544 0.0 0.0 0.1 0.084
H 0.67378 2.85823 4.92628 -0.1 -0.2 0.0 0.078
H 0.05496 1.23618 5.31993 0.2 0.2 -0.1 0.092
H -1.68998 4.98203 1.29104 -0.2 -0.1 0.1 0.079
H -3.23705 4.50305 0.55519 0.2 -0.1 0.2 0.096
H -3.08783 4.57511 2.33067 0.1 0.0 -0.2 0.101
H -2.79082 0.96260 0.88264 0.0 0.5 0.1 0.017
H -3.97885 1.97140 1.76476 0.1 -0.1 -0.2 0.095
H -3.61814 2.30269 0.05595 0.0 -0.1 0.2 0.088
```
Forces are in eV/Å.